The following is a DFT calculation (ωB97M-V with the def2-TZVPD basis set) of a 3-piece molecular cluster, C16H24BO2 overall.

The frontier orbital gap comes out at 0.25863 hartree. The calculation puts the largest force on an atom at 0.3 eV/A. Its LUMO energy is 2.98 eV. Its charge is -1.

CARTESIAN COORDINATES (ANGSTROEM)
C 2.695 1.666 -0.316
C 2.090 1.964 -1.685
C 1.742 3.436 -1.884
C 0.576 3.928 -1.021
O -0.634 3.375 -1.405
B -1.227 2.253 -0.612
O -1.962 1.320 -1.516
H 3.387 2.468 -0.038
H 3.251 0.726 -0.310
H 1.924 1.610 0.451
H 1.173 1.391 -1.838
H 2.790 1.653 -2.470
H 2.632 4.048 -1.682
H 1.457 3.607 -2.927
H 0.795 3.733 0.042
H 0.529 5.023 -1.130
H -2.044 2.676 0.221
H -0.311 1.637 -0.011
H -1.328 0.706 -1.893
C 2.831 -3.307 -1.407
C 2.152 -4.289 -0.698
C 0.898 -4.018 -0.167
C 0.322 -2.767 -0.346
C 1.001 -1.785 -1.055
C 2.255 -2.056 -1.585
H 3.810 -3.516 -1.820
H 2.602 -5.265 -0.557
H 0.368 -4.781 0.389
H -0.654 -2.554 0.069
H 0.556 -0.806 -1.190
H 2.783 -1.285 -2.133
C -2.006 -0.535 1.696
C -1.723 -1.134 2.916
C -2.758 -1.507 3.764
C -4.076 -1.277 3.391
C -4.355 -0.674 2.171
C -3.320 -0.305 1.323
H -1.213 -0.215 1.030
H -0.693 -1.307 3.206
H -2.538 -1.972 4.718
H -4.884 -1.562 4.054
H -5.383 -0.486 1.882
H -3.513 0.182 0.374



The following is a DFT calculation (ωB97M-V with the def2-TZVPD basis set) of a 3-piece molecular cluster, C16H24ClN2O2 overall at a distorted geometry.

The frontier orbital gap comes out at 0.19057 hartree. The calculation puts the largest force on an atom at 10.2 eV/A. Its LUMO energy is 2.85 eV. Its charge is -1.

CARTESIAN COORDINATES (ANGSTROEM)
C -2.489 2.008 -3.723
N -1.576 1.973 -2.713
C -1.601 3.082 -1.789
C -0.906 2.872 -0.689
C -0.072 1.636 -0.346
C -0.022 0.661 -1.412
C -0.803 0.799 -2.571
C 0.483 1.561 1.012
C 0.804 2.677 1.904
C 1.398 2.384 3.081
N 1.670 1.088 3.519
C 1.425 0.083 2.709
C 0.898 0.236 1.479
C 2.896 1.130 4.322
H -3.473 2.283 -3.605
H -2.702 0.921 -3.968
H -2.211 2.466 -4.573
H -2.299 3.940 -2.027
H -0.789 3.924 -0.068
H 0.501 -0.259 -1.265
H -0.638 0.063 -3.245
H 0.295 3.681 1.567
H 1.775 3.101 3.684
H 1.713 -0.900 2.898
H 0.743 -0.710 0.714
H 3.488 1.909 4.124
H 3.478 0.153 4.144
H 2.567 1.229 5.409
Cl 4.173 -1.580 1.820
C 2.081 -3.039 -0.958
O 0.764 -2.613 -1.262
C -0.126 -3.541 -0.754
C -1.337 -3.016 -0.935
O -1.511 -1.757 -0.302
C -2.737 -1.300 0.011
H 2.621 -3.805 -1.468
H 2.231 -2.950 0.189
H 2.531 -2.240 -1.326
H -0.251 -3.904 0.134
H -0.125 -4.302 -1.411
H -2.172 -3.644 -0.421
H -1.375 -2.716 -2.000
H -3.250 -1.259 -1.095
H -2.676 -0.277 0.602
H -3.395 -2.049 0.600



The following is a DFT calculation (ωB97M-V with the def2-TZVPD basis set) of a 4-piece molecular cluster, C16H24ClN3O16S3 overall at a distorted geometry.

The frontier orbital gap comes out at 0.35346 hartree. The structure (SMILES) is CC(=O)N(C)[C@@](C#N)(CCC(=O)O)[C@@](O)(Cl)C#N.O=S1(=O)OCCO1.O=S1(=O)OCCO1.O=S1(=O)OCCO1. The calculation puts the largest force on an atom at 9.1 eV/A. Its LUMO energy is -0.02 eV.

CARTESIAN COORDINATES (ANGSTROEM)
C 0.603 1.456 0.632
C 0.212 0.981 -0.889
O -0.939 1.166 -1.433
N 1.330 0.263 -1.632
C 1.740 1.012 -2.868
C 0.948 -1.161 -1.901
C 0.266 -1.701 -0.502
N -0.203 -2.182 0.546
C -0.060 -1.384 -3.149
C -1.286 -2.416 -2.867
C -2.608 -1.670 -2.230
O -3.206 -0.686 -2.833
O -3.122 -2.078 -0.916
C 2.358 -2.013 -2.025
O 2.915 -2.024 -3.361
Cl 3.515 -1.212 -0.785
C 2.146 -3.574 -1.575
N 2.188 -4.730 -1.135
H 1.695 1.876 0.539
H -0.131 2.240 1.059
H 0.658 0.479 1.253
H 0.981 1.871 -3.101
H 2.740 1.567 -2.596
H 1.986 0.356 -3.783
H -0.566 -0.377 -3.480
H 0.468 -1.775 -4.123
H -0.991 -3.374 -2.296
H -1.646 -2.776 -3.926
H -2.636 -1.545 -0.214
H 3.713 -1.422 -3.318
O 1.629 -5.701 -7.086
S 1.126 -5.573 -5.747
O 0.434 -4.403 -5.282
O 2.340 -5.900 -4.716
C 1.970 -6.994 -3.876
C 0.997 -7.827 -4.700
O 0.211 -6.876 -5.418
H 1.484 -6.588 -2.984
H 2.853 -7.564 -3.582
H 0.362 -8.461 -4.079
H 1.527 -8.447 -5.429
O -1.546 3.025 2.859
S -1.173 4.369 2.514
O 0.184 4.765 2.265
O -1.812 5.374 3.625
C -2.671 6.313 2.970
C -3.190 5.597 1.729
O -2.084 4.837 1.249
H -2.074 7.189 2.698
H -3.479 6.618 3.638
H -3.542 6.291 0.964
H -3.995 4.900 1.984
O -1.241 4.906 5.270
S -0.360 3.847 5.701
O 0.383 3.027 4.788
O -1.187 2.877 6.713
C -0.527 2.832 7.977
C 0.192 4.169 8.108
O 0.676 4.460 6.798
H 0.185 2.002 7.960
H -1.251 2.673 8.779
H 1.015 4.131 8.823
H -0.503 4.964 8.395



The following is a DFT calculation (ωB97M-V with the def2-TZVPD basis set) of C16H24ClN5O4Os as an isolated structure at a distorted geometry.

The frontier orbital gap (spin up / spin down) comes out at 0.27813 / 0.17643 hartree. As for the spin multiplicity: 5. The calculation puts the largest force on an atom at 1.8 eV/A. As for the expectation value of S²: 6.059. Its LUMO energy (spin up / spin down) is -12.93 / -15.95 eV. Its charge is +4.

CARTESIAN COORDINATES (ANGSTROEM)
Os 0.721 -0.066 0.494
C -1.148 3.459 2.987
C -2.008 2.883 3.898
C -2.165 1.508 3.851
C -1.455 0.738 2.877
N -0.647 1.335 1.944
C -0.490 2.631 2.018
C -1.473 -0.674 2.859
C -2.203 -1.440 3.812
C -2.080 -2.822 3.843
C -1.226 -3.405 2.936
C -0.544 -2.582 1.985
N -0.673 -1.279 1.916
H -0.955 4.526 2.983
H -2.530 3.478 4.636
H -2.817 1.028 4.566
H 0.195 3.095 1.318
H -2.846 -0.955 4.532
H -2.623 -3.412 4.571
H -1.055 -4.475 2.921
H 0.137 -3.055 1.288
N 2.722 0.060 -4.395
C 1.586 0.022 -3.438
C 0.841 1.303 -3.301
C -0.439 1.209 -2.456
N -0.214 1.355 -0.971
C -1.207 -0.064 -2.726
C -0.367 -1.293 -2.478
N -0.147 -1.461 -0.989
C 0.919 -1.304 -3.316
H 3.299 0.903 -4.282
H 2.407 0.056 -5.379
H 3.348 -0.748 -4.291
H 2.173 0.072 -1.548
H 0.510 1.617 -4.305
H 1.490 2.118 -2.959
H -1.059 2.055 -2.754
H -1.134 1.570 -0.588
H 0.330 2.206 -0.837
H -1.551 -0.068 -3.762
H -2.117 -0.095 -2.120
H -0.938 -2.169 -2.787
H 0.410 -2.306 -0.879
H -1.066 -1.712 -0.626
H 0.607 -1.624 -4.324
H 1.615 -2.083 -2.984
O 4.037 -1.238 1.411
Cl 3.738 -0.056 2.108
O 4.051 1.145 1.453
O 1.790 -0.053 1.876
O 2.250 0.068 -0.588



no.,E (Eh)
1,-799.483313
2,-1343.963751
3,-3646.559163
4,-1747.815162